(1)
The following is a quantum chemistry calculation of a molecular structure, C28H21GaN5O4S, from the OMol25 dataset.

Each line ends with the Mulliken charge.
Cartesian coordinates (Å):
Ga: -0.012 -0.477 1.396  0.32
O: 1.762 -0.283 5.017  -0.61
C: 1.454 -0.337 3.856  0.14
N: 0.305 -0.839 3.289  0.07
C: -0.677 -1.481 4.010  -0.04
O: -0.728 -1.679 5.195  -0.61
C: -1.784 -1.969 3.098  0.63
C: -2.851 -2.676 3.613  -0.66
C: -3.846 -3.093 2.743  -0.29
C: -3.740 -2.784 1.396  -1.05
C: -2.640 -2.071 0.954  0.24
N: -1.679 -1.676 1.794  0.12
C: 2.394 0.176 2.784  0.53
C: 3.668 0.603 3.099  -0.69
C: 4.499 1.010 2.067  -0.36
C: 4.030 0.972 0.762  -0.80
C: 2.738 0.542 0.527  0.08
N: 1.939 0.160 1.525  0.18
H: -2.873 -2.881 4.673  0.54
H: -4.695 -3.654 3.111  0.46
H: -4.492 -3.093 0.685  0.45
H: -2.512 -1.829 -0.091  0.46
H: 3.977 0.595 4.135  0.55
H: 5.506 1.344 2.276  0.45
H: 4.654 1.267 -0.069  0.47
H: 2.325 0.486 -0.469  0.32
C: 3.503 -0.048 -6.019  -1.49
C: 2.622 -0.375 -4.847  0.86
C: 2.224 -1.688 -4.597  -0.91
C: 1.428 -2.001 -3.510  -0.91
C: 1.034 -0.985 -2.648  0.75
C: 1.403 0.333 -2.882  0.04
C: 2.191 0.628 -3.982  -1.02
S: 0.029 -1.429 -1.277  1.24
O: -1.087 -2.173 -1.786  -0.73
O: 0.843 -2.054 -0.228  -0.75
N: -0.361 -0.078 -0.504  -0.09
C: -1.385 0.826 -0.770  0.00
C: -2.008 1.072 -1.964  -0.61
C: -2.995 2.081 -2.050  -1.06
C: -3.349 2.835 -0.968  -0.93
C: -2.732 2.596 0.284  0.57
C: -3.031 3.306 1.468  -0.56
C: -2.395 2.989 2.638  -1.09
C: -1.459 1.946 2.646  0.28
N: -1.151 1.272 1.557  0.23
C: -1.762 1.585 0.377  0.73
H: 3.434 -0.812 -6.792  0.39
H: 4.546 0.013 -5.703  0.30
H: 3.236 0.913 -6.457  0.38
H: 2.534 -2.476 -5.272  0.39
H: 1.106 -3.019 -3.337  0.49
H: 1.046 1.121 -2.231  0.34
H: 2.467 1.657 -4.179  0.42
H: -1.749 0.498 -2.844  0.55
H: -3.471 2.255 -3.005  0.43
H: -4.099 3.611 -1.049  0.44
H: -3.769 4.098 1.437  0.48
H: -2.607 3.515 3.557  0.42
H: -0.960 1.652 3.562  0.52

The value obtained for the energy above the lowest of the compared OMol25 structures with the same formula, charge and spin is 0.0520 eV. The value obtained for the total energy is -108227.498 eV. The LUMO energy comes out at -3.4 eV. The net charge is +1. The calculation puts the HOMO-LUMO gap at 8.087 eV. The HOMO energy comes out at -0.4204 hartree.



(2)
The following is a quantum chemistry calculation of a molecular structure, C28H21N9O2RuS, from the OMol25 dataset.

Each line ends with the Mulliken spin population.
Cartesian coordinates (Å):
Ru: 0.375 0.469 -0.304  0.88
C: -3.166 2.330 -1.877  -0.01
C: -4.185 1.381 -1.732  0.01
C: -3.908 0.224 -1.061  -0.01
C: -2.621 -0.021 -0.538  0.01
N: -1.620 0.870 -0.749  -0.01
C: -1.930 2.034 -1.382  0.01
N: -2.518 -1.168 0.195  0.00
C: -1.473 -1.552 0.840  0.01
N: -0.219 -0.991 0.863  -0.02
C: 0.620 -1.808 1.609  -0.01
N: 1.883 -1.716 1.781  0.00
C: 2.704 -0.761 1.242  0.02
C: 4.066 -0.936 1.539  -0.01
C: 4.999 -0.027 1.122  0.01
C: 4.567 1.091 0.407  -0.01
C: 3.236 1.202 0.120  0.02
N: 2.298 0.295 0.496  -0.04
C: -0.184 -2.895 2.186  0.01
C: 0.159 -3.937 3.023  0.00
C: -0.848 -4.830 3.367  0.00
C: -2.147 -4.679 2.881  0.00
C: -2.481 -3.628 2.034  0.00
C: -1.474 -2.745 1.701  -0.01
H: -3.335 3.279 -2.364  0.00
H: -5.176 1.569 -2.123  0.00
H: -4.653 -0.535 -0.883  0.00
H: -1.127 2.744 -1.468  0.00
H: 4.327 -1.813 2.112  0.00
H: 6.047 -0.167 1.351  0.00
H: 5.252 1.857 0.075  0.00
H: 2.871 2.050 -0.433  0.00
H: 1.171 -4.049 3.389  0.00
H: -0.624 -5.662 4.022  0.00
H: -2.905 -5.395 3.168  0.00
H: -3.484 -3.504 1.648  0.00
N: -0.524 -3.680 -7.374  0.00
C: -0.016 -3.239 -6.190  0.00
C: -0.761 -3.364 -5.004  0.00
C: -0.252 -2.908 -3.811  0.00
C: 1.005 -2.307 -3.782  0.00
C: 1.756 -2.171 -4.945  0.00
C: 1.250 -2.633 -6.138  0.00
S: 1.645 -1.773 -2.264  0.00
O: 3.050 -1.523 -2.370  0.01
O: 1.119 -2.569 -1.197  0.00
N: 0.901 -0.262 -2.014  0.07
C: 1.293 0.878 -2.667  0.01
N: 1.823 0.951 -3.872  0.02
C: 2.110 2.181 -4.289  -0.01
C: 1.874 3.320 -3.527  0.02
C: 1.323 3.135 -2.274  -0.01
N: 1.034 1.912 -1.837  0.01
H: -1.348 -4.253 -7.380  0.00
H: 0.070 -3.738 -8.180  0.00
H: -1.735 -3.836 -5.032  0.00
H: -0.815 -3.027 -2.894  0.00
H: 2.731 -1.706 -4.899  0.00
H: 1.833 -2.537 -7.046  0.00
H: 2.547 2.258 -5.278  0.00
H: 2.117 4.304 -3.896  0.00
H: 1.116 3.963 -1.606  0.00

The value obtained for the energy above the lowest of the compared OMol25 structures with the same formula, charge and spin is 0.0339 eV. The value obtained for the total energy is -60296.334 eV. The LUMO energy (spin up / spin down) comes out at -3.4 / -4.4 eV. The net charge is +1. The calculation puts the HOMO-LUMO gap (spin up / spin down) at 7.148 / 6.141 eV. As for the spin multiplicity: 2. The HOMO energy (spin up / spin down) comes out at -0.3874 / -0.3879 hartree.



(3)
The following is a quantum chemistry calculation of a molecular structure, C28H22AuBr2N5O4, from the OMol25 dataset.

Each line ends with the Mulliken spin population.
Cartesian coordinates (Å):
Au: -8.640 -12.489 -5.043  0.53
C: -8.874 -12.927 -8.314  -0.01
N: -9.442 -12.643 -6.965  0.10
C: -10.689 -12.333 -6.944  0.02
C: -11.479 -12.101 -5.775  0.00
C: -12.810 -11.763 -5.519  0.00
C: -12.922 -11.645 -4.098  0.01
C: -11.673 -11.851 -3.619  -0.01
N: -10.842 -12.161 -4.571  0.16
C: -8.819 -14.353 -8.704  0.00
C: -8.251 -15.333 -7.837  0.00
C: -7.969 -16.605 -8.302  0.00
C: -8.417 -16.990 -9.587  0.00
C: -8.959 -16.082 -10.413  0.00
C: -9.178 -14.725 -10.024  0.00
H: -7.913 -12.447 -8.366  0.00
H: -9.481 -12.360 -9.022  0.00
H: -11.204 -12.365 -7.878  0.00
H: -13.618 -11.569 -6.174  0.00
H: -13.802 -11.539 -3.528  0.00
H: -11.504 -11.738 -2.572  0.00
H: -8.098 -15.136 -6.826  0.00
H: -7.591 -17.394 -7.587  0.00
H: -8.281 -17.961 -10.076  0.00
H: -9.204 -16.266 -11.460  0.00
H: -9.615 -13.884 -10.642  0.00
Br: -0.659 -12.713 -5.882  0.00
C: -2.287 -13.433 -6.566  -0.09
C: -2.337 -14.288 -7.700  0.42
N: -3.485 -14.757 -8.220  -0.13
C: -4.616 -14.361 -7.752  0.33
C: -4.811 -13.602 -6.463  -0.02
C: -3.463 -13.033 -6.003  0.31
C: -5.829 -12.462 -6.495  0.04
O: -6.070 -11.833 -7.546  0.03
O: -6.451 -12.210 -5.364  0.08
H: -1.402 -14.662 -8.138  0.01
H: -5.511 -14.836 -8.131  0.09
H: -3.535 -12.478 -5.076  0.02
Br: -10.255 -17.676 -2.276  0.00
C: -8.714 -16.661 -2.769  0.00
C: -7.940 -15.931 -1.852  0.00
C: -6.779 -15.280 -2.226  0.00
C: -6.414 -15.405 -3.624  0.00
C: -7.147 -16.157 -4.469  0.00
C: -8.313 -16.715 -4.091  0.00
C: -5.286 -14.626 -4.173  -0.01
O: -4.576 -13.989 -3.423  0.01
O: -5.117 -14.664 -5.506  0.02
H: -8.375 -15.973 -0.827  0.00
H: -6.236 -14.682 -1.507  0.00
H: -6.869 -16.224 -5.538  0.00
H: -8.899 -17.217 -4.840  0.00
N: -6.671 -11.792 -2.833  -0.01
C: -6.509 -11.542 -1.540  0.00
C: -7.679 -11.871 -0.907  0.00
C: -8.479 -12.382 -1.929  -0.01
N: -7.888 -12.343 -3.093  0.09
H: -5.980 -11.691 -3.528  -0.01
H: -5.583 -11.086 -1.172  0.00
H: -7.976 -11.787 0.101  0.00
H: -9.461 -12.733 -1.813  0.00

The value obtained for the energy above the lowest of the compared OMol25 structures with the same formula, charge and spin is 0.4942 eV. The value obtained for the total energy is -188806.515 eV. The LUMO energy (spin up / spin down) comes out at -0.1 / -1.1 eV. The calculation puts the HOMO-LUMO gap (spin up / spin down) at 7.912 / 7.208 eV. As for the spin multiplicity: 3. The HOMO energy (spin up / spin down) comes out at -0.2954 / -0.3063 hartree.



(4)
The following is a quantum chemistry calculation of a molecular structure, C28H22BrCsN10O, from the OMol25 dataset.

Each line ends with the Mulliken charge.
Cartesian coordinates (Å):
Cs: -0.283 -0.179 0.048  1.37
C: 0.085 -0.426 6.290  -0.43
C: 0.817 0.485 5.538  -0.57
C: 0.313 0.996 4.349  -0.38
C: -0.945 0.613 3.873  -0.29
C: -1.681 -0.297 4.650  -0.01
C: -1.175 -0.804 5.837  -0.73
N: -1.396 1.054 2.632  -0.07
C: -2.465 1.818 2.542  0.09
C: -3.103 2.405 3.708  -0.43
C: -4.156 3.250 3.607  -0.68
C: -4.713 3.600 2.345  -0.83
C: -4.172 3.061 1.224  -0.36
C: -3.063 2.165 1.266  0.10
N: -2.543 1.613 0.114  0.75
N: -3.171 1.926 -0.947  -0.77
C: -2.676 1.480 -2.186  -0.09
C: -3.572 1.657 -3.252  -0.26
C: -3.182 1.333 -4.530  -0.45
C: -1.894 0.846 -4.742  -0.56
C: -1.082 0.698 -3.637  -0.60
N: -1.448 0.996 -2.387  -0.03
H: 0.479 -0.821 7.217  0.42
H: 1.791 0.811 5.887  0.41
H: 0.884 1.708 3.765  0.44
H: -2.666 -0.587 4.300  0.53
H: -1.772 -1.496 6.420  0.38
H: -2.688 2.175 4.680  0.33
H: -4.576 3.677 4.511  0.37
H: -5.545 4.288 2.286  0.37
H: -4.574 3.302 0.251  0.41
H: -4.551 2.060 -3.033  0.43
H: -3.864 1.469 -5.360  0.38
H: -1.530 0.599 -5.730  0.40
H: -0.066 0.329 -3.757  0.53
O: 6.717 0.074 2.488  -0.53
C: 5.407 -0.056 2.176  0.90
C: 4.412 -0.260 3.126  -0.62
C: 3.109 -0.376 2.686  -0.68
N: 2.750 -0.301 1.399  -0.13
C: 3.723 -0.114 0.534  -0.01
Br: 3.205 -0.030 -1.298  -0.21
C: 5.065 0.020 0.834  -0.34
H: 6.833 0.009 3.441  0.30
H: 4.644 -0.327 4.182  0.31
H: 2.305 -0.531 3.396  0.52
H: 5.815 0.176 0.074  0.42
N: -2.188 -3.916 2.674  0.19
C: -1.197 -3.020 2.579  -0.39
N: -0.919 -2.802 1.312  -0.34
C: -1.803 -3.610 0.662  0.26
N: -2.594 -4.307 1.451  -0.71
C: -1.899 -3.689 -0.812  0.16
C: -2.728 -4.627 -1.423  -0.22
N: -2.850 -4.704 -2.741  -0.63
C: -2.135 -3.836 -3.452  -0.36
C: -1.306 -2.905 -2.847  -0.24
N: -1.182 -2.826 -1.526  -0.07
H: -2.635 -4.281 3.496  0.22
H: -0.732 -2.550 3.432  0.69
H: -3.300 -5.321 -0.820  0.47
H: -2.227 -3.880 -4.530  0.38
H: -0.735 -2.202 -3.442  0.44

The value obtained for the energy above the lowest of the compared OMol25 structures with the same formula, charge and spin is 0.1136 eV. The value obtained for the total energy is -116931.377 eV. The LUMO energy comes out at 0.0 eV. The calculation puts the HOMO-LUMO gap at 6.096 eV. The HOMO energy comes out at -0.2251 hartree.